Molecular formula: C47H33AsI4N4PdS
Method: DFT, ωB97M-V/def2-TZVPD

Values from the calculation:
E_HOMO = -0.253 Eh
Kohn-Sham gap = 5.62 eV
Spin multiplicity = 1
Maximum force = 1.577 eV/Å
Electronic energy = -162793.269 eV

```
91
Properties=species:S:1:pos:R:3:forces:R:3:mulliken_charge:R:1
Pd 0.100 1.147 0.818 -0.03 1.29 0.91 0.88
I -6.747 5.376 -4.743 0.22 -0.16 0.18 0.08
C -5.299 4.367 -3.592 -0.22 0.16 -0.17 -0.12
C -4.392 3.529 -4.218 -0.01 -0.03 -0.09 -0.64
C -3.428 2.880 -3.460 0.01 -0.05 0.08 -0.22
C -3.362 3.059 -2.080 -0.10 0.01 -0.16 -0.59
C -4.307 3.884 -1.470 0.09 0.02 -0.04 -0.32
C -5.266 4.548 -2.219 -0.09 0.00 0.00 -0.70
C -2.296 2.428 -1.262 -0.02 -0.24 0.31 1.94
C -0.974 2.788 -1.516 0.01 0.07 0.10 0.15
C -0.547 3.705 -2.546 0.01 0.05 -0.05 -1.42
C 0.801 3.753 -2.502 0.00 0.04 -0.04 -1.41
C 1.222 2.859 -1.448 -0.12 0.07 0.16 0.22
C 2.543 2.562 -1.120 0.04 -0.32 0.29 1.83
C 3.629 3.265 -1.848 0.10 0.06 -0.12 -0.76
C 3.786 3.164 -3.229 0.01 -0.07 0.04 -0.32
C 4.769 3.886 -3.888 0.01 0.01 -0.07 -0.63
C 5.599 4.725 -3.164 0.26 0.16 -0.14 -0.10
I 7.073 5.852 -4.165 -0.23 -0.18 0.16 0.08
C 5.479 4.825 -1.788 0.07 0.02 0.03 -0.73
C 4.504 4.087 -1.136 -0.08 0.00 -0.08 -0.20
C 2.926 1.691 -0.087 -0.40 0.38 -0.28 -0.34
N 2.115 1.207 0.889 -0.03 -0.34 -0.23 0.03
C 2.903 0.505 1.754 -0.43 0.14 0.51 0.54
C 2.489 0.053 3.015 0.08 0.14 -0.36 1.11
C 3.535 -0.457 3.940 0.09 -0.01 0.09 -0.68
C 4.224 -1.634 3.658 -0.06 -0.02 0.04 -0.19
C 5.185 -2.127 4.527 0.01 -0.03 0.00 -0.70
C 5.467 -1.430 5.690 0.25 -0.13 0.20 -0.10
I 6.898 -2.194 7.036 -0.21 0.13 -0.21 0.08
C 4.819 -0.241 5.978 0.01 0.00 0.09 -0.64
C 3.858 0.241 5.103 0.05 -0.03 -0.09 -0.20
C 1.170 0.109 3.470 -0.09 -0.12 -0.20 0.58
C 0.733 -0.213 4.805 -0.02 -0.03 0.06 -1.43
C -0.617 -0.143 4.810 0.00 -0.03 0.08 -1.57
C -1.030 0.201 3.475 0.10 -0.12 -0.15 0.36
N 0.078 0.364 2.691 0.05 0.02 -0.11 0.38
C -2.346 0.211 3.028 -0.09 0.11 -0.40 1.18
C -2.734 0.568 1.727 0.41 0.13 0.42 0.19
C -4.075 0.547 1.226 -0.27 0.14 -0.31 -1.22
C -4.056 1.172 0.019 -0.20 -0.22 0.29 -1.19
C -2.706 1.592 -0.210 0.40 0.35 -0.24 -0.65
N -1.917 1.170 0.816 0.03 -0.30 -0.19 -0.12
C -3.425 -0.093 4.007 -0.07 -0.02 0.08 -0.81
C -3.733 0.831 5.003 -0.03 -0.06 -0.06 0.05
C -4.723 0.565 5.936 -0.01 0.06 0.07 -0.72
C -5.410 -0.636 5.876 -0.25 -0.09 0.25 -0.09
I -6.869 -1.076 7.333 0.21 0.08 -0.25 0.08
C -5.139 -1.559 4.880 -0.03 0.00 0.00 -0.65
C -4.150 -1.279 3.948 0.04 -0.06 0.00 -0.14
C 4.255 0.510 1.278 0.27 0.13 -0.37 -1.29
C 4.268 1.241 0.134 0.24 -0.21 0.35 -1.33
N 0.119 2.334 -0.847 0.02 -0.39 -0.01 0.31
H -4.435 3.378 -5.288 0.01 0.00 0.01 0.38
H -2.723 2.215 -3.943 0.03 0.02 -0.01 0.54
H -4.279 4.021 -0.397 0.03 0.03 0.00 0.53
H -5.979 5.202 -1.736 0.00 -0.01 0.01 0.38
H -1.201 4.247 -3.208 0.01 0.02 0.01 0.57
H 1.458 4.341 -3.118 -0.01 0.02 0.00 0.59
H 3.143 2.501 -3.794 -0.04 0.01 0.02 0.55
H 4.885 3.796 -4.960 -0.01 -0.01 0.00 0.38
H 6.133 5.476 -1.225 0.01 -0.01 0.00 0.38
H 4.406 4.159 -0.061 -0.03 0.03 0.00 0.52
H 4.006 -2.179 2.747 -0.05 0.00 0.01 0.46
H 5.702 -3.050 4.302 0.00 0.00 -0.01 0.39
H 5.060 0.307 6.879 -0.01 0.01 -0.01 0.37
H 3.364 1.180 5.316 -0.04 -0.01 0.01 0.54
H 1.379 -0.459 5.630 0.00 -0.04 0.00 0.57
H -1.283 -0.312 5.640 0.01 -0.05 -0.01 0.55
H -4.926 0.127 1.736 0.00 0.01 0.00 0.56
H -4.879 1.333 -0.656 -0.02 0.03 0.03 0.68
H -3.199 1.772 5.041 0.03 -0.01 0.00 0.50
H -4.959 1.293 6.701 0.02 -0.01 0.01 0.39
H -5.691 -2.488 4.831 0.02 -0.01 0.00 0.39
H -3.940 -2.002 3.169 0.06 0.01 0.00 0.50
H 5.092 0.030 1.757 0.00 0.02 0.02 0.60
H 5.109 1.452 -0.505 0.01 0.03 0.02 0.64
C 0.908 -3.868 -1.462 -0.15 -0.10 0.16 -1.16
As -0.025 -2.471 -0.481 0.12 -0.12 -0.70 0.71
C 0.485 -2.713 1.372 -0.06 0.08 -0.08 -0.48
C -1.884 -3.010 -0.612 0.09 -0.02 0.12 -0.98
S 0.342 -0.637 -1.412 -0.04 -0.77 -0.11 -0.43
H 0.672 -4.862 -1.079 0.02 0.03 0.05 0.39
H 1.980 -3.691 -1.414 -0.01 0.05 0.06 0.35
H 0.589 -3.795 -2.500 -0.01 0.06 0.01 0.35
H 0.517 -3.776 1.608 -0.05 0.00 -0.05 0.53
H -0.239 -2.207 2.007 -0.02 0.04 0.04 -0.02
H 1.464 -2.266 1.531 0.02 0.05 -0.04 -0.02
H -2.049 -3.952 -0.089 0.00 0.02 0.03 0.40
H -2.117 -3.136 -1.668 0.04 0.04 -0.01 0.36
H -2.522 -2.229 -0.200 0.06 0.03 0.04 0.18
```
Forces are in eV/Å.

Molecular formula: C5H7NS
Method: DFT, ωB97M-V/def2-TZVPD

Values from the calculation:
E_HOMO = -0.328 Eh
Relative energy (zero: lowest compared OMol25 entry of this formula, charge and spin) = 2.108 eV
Kohn-Sham gap = 9.47 eV
Spin multiplicity = 1
Maximum force = 1.838 eV/Å
Electronic energy = -17621.537 eV

```
14
Properties=species:S:1:pos:R:3:forces:R:3:mulliken_charge:R:1
C -1.405 1.848 0.076 -1.63 0.75 -0.43 -0.84
C -1.723 0.619 -0.306 -0.52 -0.83 -0.30 0.01
C -1.021 -0.626 0.116 0.32 0.16 -1.00 0.40
C -1.316 -1.822 -0.419 0.79 -0.06 0.84 -0.89
C 0.084 -0.450 1.118 0.07 -0.12 -0.57 -0.12
N 1.307 -0.123 0.948 -0.98 -0.09 0.19 -0.43
S 1.922 0.222 -0.574 0.35 -0.01 0.07 -0.10
H -0.645 2.124 0.765 0.77 -0.13 0.40 0.32
H -2.074 2.676 -0.227 0.63 -0.51 0.01 0.24
H -2.593 0.471 -0.987 0.76 0.10 0.56 0.23
H -0.788 -2.753 -0.166 -0.08 0.63 0.10 0.26
H -2.098 -1.963 -1.129 -0.58 0.22 -0.45 0.31
H -0.282 -0.615 2.110 0.30 -0.07 0.90 0.46
H 0.858 -0.063 -1.329 -0.21 -0.03 -0.31 0.16
```
Forces are in eV/Å.

Molecular formula: C45H42BrCl3N12O4PS3Y
Method: DFT, ωB97M-V/def2-TZVPD

Values from the calculation:
E_HOMO (spin up / spin down) = -0.089 / -0.184 Eh
Relative energy (zero: lowest compared OMol25 entry of this formula, charge and spin) = 2.159 eV
Total charge = -1
Kohn-Sham gap (spin up / spin down) = 4.46 / 7.09 eV
Spin multiplicity = 2
Maximum force = 2.127 eV/Å
Electronic energy = -223874.462 eV

```
112
Properties=species:S:1:pos:R:3:forces:R:3:mulliken_charge:R:1
Y -1.856 0.171 0.494 -0.96 0.53 -0.08 -0.21
Br -6.231 -4.744 4.230 0.01 0.00 -0.01 -0.26
C -5.548 -3.260 3.248 -0.01 0.02 0.00 -0.14
C -6.197 -2.843 2.098 -0.01 -0.03 0.03 -0.81
C -5.697 -1.751 1.409 -0.09 0.08 -0.05 -0.58
C -4.555 -1.055 1.822 0.03 0.07 0.16 -0.45
O -4.118 -0.004 1.150 0.28 -0.19 -0.33 0.07
C -3.887 -1.521 2.989 0.17 0.01 0.03 1.20
C -2.672 -0.933 3.501 -0.16 -0.12 0.06 -0.51
N -1.974 -0.009 2.890 0.19 0.10 0.19 1.04
C -0.837 0.519 3.453 -0.08 0.02 0.05 0.56
C -0.090 -0.067 4.491 -0.09 0.03 0.00 -1.01
C 1.063 0.540 4.961 0.04 0.05 0.00 -0.95
C 1.509 1.749 4.457 0.00 -0.05 0.02 -1.08
C 0.790 2.380 3.423 -0.09 0.09 -0.10 1.36
C 1.153 3.619 2.864 -0.02 0.03 -0.04 -0.93
C 0.362 4.199 1.887 0.07 0.00 0.04 -0.79
C -0.739 3.504 1.416 -0.11 -0.06 0.00 -0.32
N -1.091 2.295 1.867 0.25 -0.14 -0.05 0.62
C -0.383 1.755 2.890 0.02 -0.07 0.12 0.01
C -4.415 -2.613 3.688 -0.03 -0.05 0.02 -0.85
H -7.076 -3.364 1.744 -0.01 0.00 0.00 0.40
H -6.199 -1.418 0.508 -0.02 0.01 0.00 0.35
H -2.354 -1.295 4.478 -0.02 0.02 0.00 0.11
H -0.376 -1.032 4.882 -0.01 -0.02 0.01 0.30
H 1.635 0.045 5.736 0.03 -0.01 0.00 0.34
H 2.411 2.214 4.832 0.04 0.01 0.01 0.42
H 2.046 4.116 3.224 0.00 0.02 0.01 0.41
H 0.599 5.171 1.472 0.00 0.01 0.01 0.47
H -1.352 3.921 0.624 0.01 -0.02 -0.05 0.19
H -3.903 -2.960 4.577 0.00 -0.01 0.01 0.44
C -1.571 -6.678 -2.043 -0.03 0.01 0.01 -1.34
C -1.885 -5.433 -1.242 -0.03 -0.07 0.01 -0.21
O -1.129 -4.351 -1.795 0.08 0.09 0.12 -0.08
P -0.695 -3.116 -0.830 -0.48 -0.26 -0.23 0.83
S 0.227 -1.857 -2.019 -1.35 -0.06 -0.22 -0.41
S -2.292 -2.615 0.267 0.29 -0.09 -0.07 -0.42
O 0.302 -3.832 0.215 0.13 0.03 -0.06 -0.31
C 1.450 -4.529 -0.294 -0.02 -0.04 0.07 -0.37
C 2.655 -4.142 0.530 -1.15 -0.34 1.31 -0.53
H -2.131 -7.528 -1.650 -0.01 -0.01 0.00 0.40
H -0.507 -6.909 -1.993 0.01 0.00 0.01 0.28
H -1.841 -6.538 -3.090 0.00 0.01 -0.01 0.29
H -1.636 -5.570 -0.186 0.03 0.00 -0.02 0.38
H -2.946 -5.181 -1.298 0.01 0.01 0.02 0.38
H 1.600 -4.288 -1.348 0.02 0.01 -0.05 0.46
H 1.242 -5.601 -0.215 0.01 0.01 0.00 0.33
H 2.918 -3.095 0.368 -0.93 -0.41 1.01 -0.49
H 3.513 -4.758 0.251 -0.28 -0.38 0.40 0.44
H 2.461 -4.280 1.593 -0.13 -0.15 0.06 0.50
N -5.326 4.529 1.905 -0.01 0.09 -0.04 -0.48
C -4.704 4.016 0.794 0.02 -0.06 0.01 0.28
C -3.907 2.860 0.898 -0.02 0.02 -0.07 -0.26
N -3.273 2.375 -0.148 -0.04 -0.05 0.09 1.48
C -3.412 3.015 -1.319 -0.03 0.05 0.08 -0.46
C -4.191 4.147 -1.404 0.01 -0.04 0.02 -0.67
N -4.845 4.656 -0.356 -0.01 0.04 -0.03 -0.67
H -5.489 3.907 2.678 0.00 -0.02 0.01 0.24
H -6.047 5.207 1.720 0.00 -0.04 0.02 0.27
H -3.795 2.333 1.836 0.01 0.00 0.01 -0.14
H -2.900 2.609 -2.177 0.02 -0.03 -0.01 0.22
H -4.306 4.665 -2.349 0.00 0.01 0.00 0.39
Cl 9.396 3.658 -0.677 -0.02 0.01 -0.01 -0.24
C 7.754 3.158 -0.975 -0.04 -0.02 -0.01 0.42
C 7.287 3.083 -2.277 0.00 -0.01 0.05 -1.09
C 5.984 2.667 -2.495 0.01 0.01 -0.01 -0.31
C 5.146 2.323 -1.442 0.02 0.09 -0.08 -1.39
C 3.726 1.896 -1.696 0.20 0.04 0.03 2.14
C 2.759 3.061 -1.491 0.37 -0.04 0.03 -1.33
N 1.428 2.542 -1.644 -0.45 0.63 -0.28 0.34
C 0.699 2.398 -2.804 -0.09 -0.02 0.16 -1.33
C -0.418 1.708 -2.445 0.16 0.00 0.03 -0.72
N -0.378 1.441 -1.094 -0.68 -0.05 -0.17 1.94
C 0.731 1.974 -0.657 0.38 -0.33 0.30 -1.23
O 3.566 1.445 -3.027 0.03 0.12 -0.07 -0.49
C 2.907 0.185 -3.115 -0.11 -0.07 -0.01 0.42
C 3.717 -0.939 -2.558 -0.11 -0.15 0.04 -1.36
C 5.008 -1.232 -2.862 0.23 -0.10 -0.12 0.87
Cl 6.014 -0.448 -4.021 -0.01 0.03 -0.03 -0.25
S 5.599 -2.590 -2.001 0.10 0.08 -0.17 -0.39
C 4.091 -2.799 -1.216 1.18 0.35 -1.06 -0.56
C 3.190 -1.862 -1.606 0.76 0.07 0.37 1.54
C 5.642 2.435 -0.149 -0.03 0.00 0.22 0.95
Cl 4.624 2.053 1.209 0.31 0.39 -0.15 -0.08
C 6.943 2.842 0.099 0.04 0.04 -0.01 -0.91
H 7.936 3.338 -3.101 0.03 0.01 -0.03 0.42
H 5.602 2.584 -3.503 0.02 -0.04 0.01 0.54
H 3.461 1.102 -0.987 0.01 0.03 0.00 -0.55
H 2.946 3.837 -2.236 -0.02 -0.07 0.00 0.34
H 2.864 3.496 -0.496 -0.02 -0.05 -0.02 0.54
H 1.057 2.762 -3.749 0.03 0.00 -0.04 0.51
H -1.213 1.345 -3.070 -0.08 0.02 -0.03 0.44
H 1.114 1.915 0.349 -0.02 0.09 0.04 0.54
H 2.688 0.035 -4.174 0.05 0.04 -0.03 0.52
H 1.952 0.219 -2.580 0.06 -0.06 -0.11 -0.54
H 3.966 -3.574 -0.481 1.30 0.82 -1.47 0.31
H 2.178 -1.792 -1.231 0.50 0.00 0.07 -1.01
H 7.309 2.911 1.112 0.02 -0.02 0.02 0.51
N 4.593 -1.172 2.244 0.11 -0.11 0.04 -0.87
C 3.644 -0.745 1.736 -0.09 -0.44 0.26 0.43
N 2.645 -0.189 1.107 -0.08 0.32 -0.47 0.29
C 1.405 -0.462 1.116 -0.22 -0.17 0.36 0.13
N 0.243 -0.553 1.032 0.66 -0.14 0.00 -0.36
N -4.458 -0.130 -1.467 0.01 -0.02 0.10 0.54
C -5.152 -0.585 -2.516 0.01 0.04 -0.05 -0.34
C -4.238 -0.955 -3.481 0.02 0.00 0.04 -1.40
C -2.989 -0.708 -2.894 0.02 0.08 -0.04 -0.55
N -3.134 -0.210 -1.671 -0.13 0.06 -0.20 0.44
H -4.731 0.061 -0.487 0.03 -0.04 -0.03 0.03
H -6.227 -0.606 -2.507 -0.03 -0.03 0.01 0.47
H -4.438 -1.365 -4.453 -0.01 -0.01 -0.05 0.45
H -2.001 -0.904 -3.276 0.02 -0.02 0.00 0.47
```
Forces are in eV/Å.

Molecular formula: C4H9N3
Method: DFT, ωB97M-V/def2-TZVPD

Values from the calculation:
E_HOMO = -0.232 Eh
Relative energy (zero: lowest compared OMol25 entry of this formula, charge and spin) = 2.937 eV
Kohn-Sham gap = 7.09 eV
Spin multiplicity = 1
Maximum force = 3.011 eV/Å
Electronic energy = -8761.588 eV

```
16
Properties=species:S:1:pos:R:3:forces:R:3:mulliken_charge:R:1
C -1.652 0.524 0.153 0.23 -0.73 -0.09 -0.80
C 0.854 0.211 0.429 -1.01 0.64 2.51 0.54
N 1.812 -0.691 0.728 0.39 -0.04 -0.35 -0.50
N 1.251 1.415 -0.031 -0.24 -0.96 -0.30 -0.30
C -0.470 -0.053 0.880 1.03 0.70 0.58 -0.61
C -1.322 -0.676 -0.664 0.37 0.65 -2.92 0.11
N -0.560 -0.509 -1.766 -1.11 -0.66 1.17 -0.78
H 0.510 2.033 -0.328 0.53 0.10 -0.07 0.20
H 1.477 -1.626 0.906 0.16 0.17 -0.13 0.25
H 2.690 -0.605 0.234 -0.07 -0.21 0.25 0.22
H 2.231 1.581 -0.214 -0.47 0.18 -0.43 0.20
H -0.246 -1.421 -2.104 -0.31 0.15 -0.08 0.16
H -0.597 -0.504 1.861 0.21 -0.27 -0.38 0.42
H -2.573 0.443 0.724 0.08 0.20 -0.05 0.28
H -1.528 1.476 -0.363 -0.14 -0.06 0.03 0.28
H -1.876 -1.597 -0.443 0.37 0.14 0.26 0.33
```
Forces are in eV/Å.